30
Properties=species:S:1:pos:R:3:nbo_charge:R:1 method="wB97M-V/def2-TZVPD" s2=0.751 relative_energy_kj_mol=186.1 spin_multiplicity=2 lumo_energy_ev="3.16 / 3.05" total_charge=-1
C 1.6381 2.4336 0.7247 -0.65
C 0.4848 1.5266 1.1261 -0.37
N 0.5882 0.2239 0.3809 -0.67
C -0.3040 -0.8251 0.8792 -0.32
C -0.7075 -2.0324 -0.0738 -0.24
N -0.3090 -1.8549 -1.4990 -0.63
C 0.9570 -2.5480 -1.7793 -0.43
H 1.3016 3.4371 0.9782 0.21
H 2.5310 2.2650 1.3421 0.20
H 1.9700 2.3207 -0.3106 0.21
H 0.5372 1.1769 2.1580 0.18
H -0.4642 1.9726 0.8587 0.16
H 0.3830 0.4380 -0.5857 0.34
H 0.4823 -1.3336 1.4918 0.18
H -1.1573 -0.6258 1.5171 0.18
H -1.7962 -1.9960 -0.0562 0.18
H -0.3574 -3.0070 0.2563 0.18
H -0.2436 -0.8831 -1.7217 0.35
H 0.6946 -3.5918 -1.6091 0.19
H 1.8250 -2.0460 -1.3089 0.17
H 1.1521 -2.4888 -2.8534 0.19
H 2.7315 -0.0653 1.0825 0.49
H 3.4088 -1.3665 0.9192 0.46
O 3.3276 -0.6628 1.5849 -0.96
H -2.5903 2.9341 -0.1665 0.34
H -1.2975 3.4937 0.3216 0.40
O -1.7390 3.2713 -0.5108 -1.14
H -3.7141 -0.9563 -0.5277 0.45
H -2.9203 0.4552 -0.5451 0.43
O -3.6320 -0.0900 -0.9275 -1.07

31
Properties=species:S:1:pos:R:3:nbo_charge:R:1 method="wB97M-V/def2-TZVPD" s2=0.751 spin_multiplicity=2 lumo_energy_ev="3.16 / 3.02" total_charge=-1
N -0.1513 1.0947 3.3600 -0.89
C -0.4995 0.2808 2.1633 -0.08
C 0.5176 -0.8690 2.1284 -0.98
C -0.2297 1.2156 0.9605 -0.24
N -0.8508 0.7409 -0.2839 -0.68
C 0.0119 1.0126 -1.4294 -0.26
C -0.7431 0.4498 -2.6714 -0.07
O -0.6240 -0.8750 -2.8047 -0.79
H 0.5802 0.7715 4.0867 0.38
H -1.0303 1.3906 3.8061 0.35
H -1.5491 -0.1292 2.1458 0.17
H 0.0474 -1.7478 2.6678 0.19
H 0.5533 -1.2038 1.1279 0.21
H 1.4347 -0.6152 2.7416 0.20
H 0.8352 1.3784 0.9941 0.19
H -0.6893 2.1586 1.1060 0.17
H -1.2756 -0.1625 -0.2159 0.38
H 0.1708 2.1045 -1.6002 0.18
H 0.9949 0.5562 -1.3409 0.18
H -1.8935 0.5816 -2.5576 0.17
H -0.3433 1.1035 -3.5079 0.15
H -0.1576 -1.3154 -3.5312 0.50
H -2.9633 2.0489 -0.7209 0.48
H -4.1306 2.0882 0.0635 0.45
O -3.8650 2.2720 -0.8186 -0.95
H 3.0174 -3.4495 1.0623 0.39
H 3.5352 -2.3415 0.4961 0.41
O 3.3727 -3.1753 0.2780 -1.14
H 2.3416 -2.4431 -2.3888 0.48
H 1.4377 -1.2755 -2.4134 0.46
O 2.1456 -1.6458 -2.9036 -1.00

31
Properties=species:S:1:pos:R:3:nbo_charge:R:1 method="wB97M-V/def2-TZVPD" relative_energy_kj_mol=263.4 smiles=NCCNCCCO.O.O.O lumo_energy_ev=0.68
C 0.4847 -0.4981 1.4002 -0.25
N 0.7132 0.9587 1.5824 -0.66
C 1.1120 1.7917 0.4110 -0.22
C -0.1931 2.4525 -0.2774 -0.44
C -0.6366 1.4539 -1.3403 -0.06
O -1.4143 0.4356 -0.7685 -0.77
C -0.4514 -0.8715 2.6053 -0.21
N -1.7832 -0.2773 2.6083 -0.84
H 1.4219 -1.0831 1.4538 0.22
H -0.1414 -0.8550 0.5131 0.21
H 1.5402 1.0748 2.1943 0.36
H 1.8301 1.2847 -0.2170 0.18
H 1.8537 2.5214 0.8305 0.19
H 0.1193 3.3983 -0.7413 0.21
H -0.9735 2.6535 0.3852 0.21
H 0.2446 0.8252 -1.8550 0.19
H -1.3717 1.9203 -2.0721 0.17
H 0.0938 -0.6212 3.6251 0.16
H -0.3853 -1.9740 2.5180 0.17
H -1.9582 0.1131 3.5527 0.37
H -1.9000 0.3115 1.9217 0.33
H -2.0306 0.6800 -0.0597 0.48
H 1.4058 -0.9330 -3.6419 0.46
H 0.0693 -1.5365 -3.1815 0.51
O 1.0641 -1.6155 -3.0948 -0.98
H -1.3983 -1.1622 -1.5858 0.51
H -2.0014 -2.4960 -2.0526 0.48
O -1.3825 -1.7890 -2.3344 -0.99
H 2.2456 -2.8199 -0.6293 0.47
H 1.7180 -1.5054 -1.2479 0.49
O 2.1054 -1.8376 -0.5021 -0.97

31
Properties=species:S:1:pos:R:3:nbo_charge:R:1 method="wB97M-V/def2-TZVPD" relative_energy_kj_mol=179.5 smiles=NCNCCCCO.O.O.O lumo_energy_ev=0.62
C 1.9100 -0.8354 -0.0925 -0.22
N 0.6134 -1.4779 -0.3367 -0.68
C 0.5753 -1.9768 -1.7239 -0.07
N -0.6291 -2.6933 -2.0775 -0.85
C 1.8001 -0.2559 1.3409 -0.44
C 1.7350 1.2777 1.4674 -0.45
C 0.5379 1.8660 2.2767 -0.08
O -0.4174 0.8250 2.6116 -0.73
H 2.0375 -0.0754 -0.8794 0.20
H 2.7059 -1.5678 -0.1545 0.18
H 0.3076 -2.1303 0.3703 0.37
H 0.6928 -1.0496 -2.3087 0.18
H 1.4124 -2.6007 -2.1061 0.17
H -0.8527 -3.4095 -1.4025 0.36
H -1.4773 -2.1720 -2.2686 0.38
H 0.9970 -0.6977 1.9045 0.23
H 2.6712 -0.5342 1.9578 0.22
H 1.7058 1.8626 0.5287 0.21
H 2.6109 1.7598 1.9374 0.22
H 0.6266 2.2922 3.2773 0.19
H 0.0532 2.6462 1.6802 0.19
H -0.8015 0.3896 1.8568 0.45
H -2.2498 3.6964 -0.4668 0.47
H -2.1297 2.4797 0.4288 0.48
O -1.6993 3.3092 0.2203 -0.95
H -3.0950 0.0104 -2.7540 0.47
H -2.8364 -0.7141 -1.5715 0.47
O -3.4668 -0.7775 -2.3091 -0.93
H -1.0539 -0.4360 -0.8811 0.49
H -0.8145 0.5817 0.0737 0.47
O -1.4693 0.4077 -0.5996 -0.97

31
Properties=species:S:1:pos:R:3:nbo_charge:R:1 method="wB97M-V/def2-TZVPD" relative_energy_kj_mol=117.8 lumo_energy_ev=3.30 total_charge=-1
C -1.1041 -1.3481 2.4875 -0.42
N -0.8372 0.0321 2.0541 -0.63
C 0.8126 -0.6132 -1.4575 -0.63
C -0.2173 -0.6471 -0.3392 -0.44
C 0.0818 0.2001 0.9138 -0.08
C 0.1740 1.6940 0.4595 -0.01
O -0.7448 2.1626 -0.3960 -0.89
H -1.8011 -1.9302 1.8837 0.18
H -1.5173 -1.2550 3.4974 0.19
H -0.1225 -1.8070 2.6446 0.18
H -1.7393 0.3460 1.6935 0.37
H 0.4364 -1.1842 -2.3132 0.18
H 0.9493 0.4076 -1.8168 0.23
H 1.8243 -0.9716 -1.2716 0.20
H -1.1021 -0.2210 -0.7950 0.25
H -0.2852 -1.6554 0.0634 0.17
H 1.0178 -0.1151 1.3645 0.17
H 0.2981 2.2354 1.3999 0.13
H 1.2283 1.7426 0.0592 0.08
H -3.7878 1.3352 -0.7603 0.46
H -2.1684 1.5674 -0.4014 0.51
O -3.0647 1.1383 -0.1731 -1.05
H 3.2170 0.1388 1.6654 0.47
H 2.6994 0.5366 0.2303 0.49
O 3.1730 -0.1205 0.7456 -0.96
H 0.8709 -3.2237 -2.2213 0.47
H 0.6319 -3.1997 -0.7375 0.48
O 0.7370 -3.8117 -1.4729 -0.95
H -0.3337 2.7536 -1.5505 0.51
H 0.5260 2.6198 -3.0534 0.44
O 0.1474 3.1935 -2.4026 -1.08

33
Properties=species:S:1:pos:R:3:nbo_charge:R:1 method="wB97M-V/def2-TZVPD" relative_energy_kj_mol=187.5 lumo_energy_ev=3.22 total_charge=-1
O 1.1191 -0.6041 0.3954 -0.84
C 0.2231 -0.9127 -0.4432 0.78
O 0.3713 -1.6377 -1.4491 -0.78
C -1.0566 -0.0476 -0.4136 -0.53
C -1.1156 0.9166 -1.5884 -0.42
C 0.0033 1.9521 -1.5801 -0.42
C 0.6764 2.1182 -2.9693 -0.21
N 1.1817 0.8371 -3.4508 -0.87
H -1.9709 -0.5739 -0.1478 0.20
H -0.8750 0.6298 0.4147 0.19
H -1.1122 0.3223 -2.5117 0.21
H -2.1063 1.3249 -1.8394 0.19
H 0.7986 1.6051 -0.9160 0.22
H -0.3879 2.8714 -1.1402 0.20
H 1.4983 2.7611 -2.7481 0.18
H -0.1181 2.4738 -3.6272 0.16
H 0.9098 0.0297 -2.8926 0.39
H 2.1927 0.8263 -3.4381 0.35
H -1.7481 -0.7533 2.2546 0.48
H -0.4927 -0.0990 2.5415 0.47
O -1.3999 -0.1077 2.8942 -0.94
H -1.7755 -2.9527 -0.1746 0.47
H -0.3628 -3.1327 0.3523 0.49
O -1.2643 -2.9428 0.6412 -0.96
H 1.6428 -2.1784 1.3288 0.50
H 1.3950 -2.0528 2.8236 0.46
O 1.9433 -2.5289 2.1920 -0.98
H -1.8503 1.4137 1.8531 0.49
H -2.7951 1.7603 0.6839 0.46
O -2.4488 2.1051 1.5087 -0.97
H 2.7091 0.4008 2.4107 0.47
H 1.3655 0.7778 2.1783 0.47
O 2.1464 1.1673 2.6024 -0.95

30
Properties=species:S:1:pos:R:3:nbo_charge:R:1 method="wB97M-V/def2-TZVPD" relative_energy_kj_mol=162.5 smiles=CO.CO.CO.CO.CO lumo_energy_ev=0.45
C 0.3382 3.1497 0.1940 -0.25
O -0.6989 3.7080 -0.6081 -0.73
H 1.2718 3.0146 -0.3636 0.16
H 0.5095 3.8131 1.0506 0.18
H 0.0342 2.1659 0.5668 0.17
H -1.2100 2.9696 -0.9507 0.47
C 1.1847 0.3139 -2.1347 -0.25
O 0.4273 -0.0937 -1.0024 -0.79
H 1.0941 -0.4572 -2.9076 0.17
H 0.7910 1.2529 -2.5281 0.18
H 2.2427 0.4553 -1.8991 0.18
H 1.0368 -0.3789 -0.2907 0.51
C -3.0582 0.7783 -1.4387 -0.25
O -2.2015 -0.0440 -0.6822 -0.76
H -4.0789 0.4042 -1.3861 0.18
H -3.0766 1.8026 -1.0141 0.14
H -2.7618 0.8469 -2.4911 0.16
H -1.2916 -0.0304 -1.0187 0.50
C -0.9852 -1.9524 2.0468 -0.25
O -1.3865 -3.2328 2.5242 -0.72
H -0.2228 -1.5128 2.7226 0.13
H -0.5953 -2.0076 1.0232 0.17
H -1.8507 -1.3009 2.0257 0.21
H -0.6686 -3.8503 2.3516 0.46
C 2.7236 -1.9131 0.9044 -0.25
O 2.2151 -0.6025 0.9815 -0.73
H 1.9214 -2.6589 0.9444 0.17
H 3.2289 -2.0025 -0.0513 0.19
H 3.4512 -2.1144 1.6969 0.18
H 1.6159 -0.5227 1.7347 0.48

| no. | energy (a.u.) |
| --- | --- |
| 1 | -537.62593 |
| 2 | -612.85071 |
| 3 | -612.87688 |
| 4 | -612.90884 |
| 5 | -633.46589 |
| 6 | -784.02267 |
| 7 | -578.60485 |